Record 1
A 9-piece molecular cluster, C26H62N8O9S overall. Source: the OMol25 dataset; level of theory: wB97M-V/def2-TZVPD.

CARTESIAN COORDINATES (ANGSTROEM)
C: -1.1241 -17.1270 13.6419
S: -2.5994 -16.1126 14.1923
O: -2.0360 -15.3886 15.4608
C: -2.6338 -15.0053 12.7630
H: -0.1850 -16.5737 13.6540
H: -1.3155 -17.3208 12.5865
H: -1.0825 -18.0727 14.1823
H: -3.4441 -15.1536 12.0491
H: -1.7209 -14.9978 12.1675
H: -2.7521 -14.0445 13.2639
C: -3.6465 -12.5007 15.5362
O: -3.4676 -11.6213 14.6254
N: -4.7259 -13.2416 15.7208
C: -4.6813 -14.2088 16.8239
C: -5.8039 -13.1704 14.7359
H: -2.9144 -12.6681 16.3413
H: -3.8200 -14.0279 17.4670
H: -4.5251 -15.2007 16.3999
H: -5.5923 -14.3474 17.4061
H: -5.5547 -13.9616 14.0288
H: -6.7784 -13.4468 15.1385
H: -5.7941 -12.2238 14.1956
C: 3.0355 -14.9196 16.1575
O: 2.2478 -15.1913 17.0248
N: 2.7452 -14.1531 15.0894
C: 3.6705 -14.0765 13.8779
C: 1.3522 -13.6268 14.8674
H: 4.0510 -15.3024 15.9716
H: 3.4288 -14.8827 13.1854
H: 4.7429 -14.0960 14.0721
H: 3.5867 -13.1341 13.3366
H: 1.3257 -12.5460 14.7285
H: 0.9333 -14.0765 13.9671
H: 0.6516 -13.9057 15.6544
C: 0.0028 -12.0356 7.7776
O: -0.1319 -11.2753 8.7711
N: 0.1629 -13.3659 7.9765
C: 0.6333 -14.1787 6.9148
C: -0.0595 -14.0890 9.2416
H: 0.0055 -11.7793 6.7069
H: 0.8883 -13.6701 5.9851
H: -0.0488 -14.9783 6.6257
H: 1.4947 -14.7246 7.2995
H: -0.6891 -14.9639 9.0794
H: 0.8894 -14.5563 9.5050
H: -0.3952 -13.4972 10.0932
C: -1.5370 -18.5975 17.2343
O: -2.1052 -19.6763 17.0523
N: -1.2616 -18.0510 18.4812
C: -0.4821 -16.8435 18.5599
C: -1.6961 -18.6450 19.7540
H: -1.0716 -17.9166 16.5048
H: 0.5492 -16.9231 18.9035
H: -1.0213 -16.2846 19.3247
H: -0.3779 -16.2908 17.6262
H: -2.5167 -19.3329 19.5504
H: -0.7639 -19.1567 19.9933
H: -2.0677 -18.0440 20.5839
C: 3.8098 -18.6945 16.3843
O: 4.1078 -18.2193 15.3203
N: 2.6047 -19.2872 16.5294
C: 1.6038 -19.4801 15.4734
C: 2.3150 -20.0185 17.7466
H: 4.3944 -18.6772 17.3172
H: 1.7501 -20.5210 15.1847
H: 1.6854 -18.8518 14.5865
H: 0.5838 -19.2887 15.8065
H: 1.3430 -19.7342 18.1497
H: 2.3106 -21.0776 17.4889
H: 3.0207 -19.8932 18.5678
C: -2.8675 -17.4786 9.5482
O: -2.5853 -16.4513 10.1728
N: -3.9851 -18.2453 9.8075
C: -5.1317 -17.9532 10.7042
C: -4.1589 -19.4255 8.9450
H: -2.3528 -17.9370 8.6895
H: -5.9863 -17.5209 10.1838
H: -4.7849 -17.2940 11.5000
H: -5.4791 -18.8993 11.1193
H: -3.1964 -19.7380 8.5400
H: -4.3221 -20.2191 9.6742
H: -4.9221 -19.2229 8.1936
C: 0.6751 -19.5739 8.7469
O: 0.8109 -20.3621 9.6927
N: 0.4887 -18.2533 8.9836
C: 0.5689 -17.3919 7.8370
C: 0.7418 -17.7437 10.3626
H: 0.8544 -19.9336 7.7219
H: -0.2214 -16.6427 7.8838
H: 0.3092 -17.9559 6.9411
H: 1.5668 -16.9793 7.6892
H: 0.3983 -18.4813 11.0878
H: 1.7339 -17.3925 10.6463
H: 0.0454 -16.9057 10.3928
C: -5.0159 -14.5279 9.8106
O: -6.0422 -15.0463 10.2092
N: -4.5766 -13.3958 10.2400
C: -3.3029 -12.8656 9.7568
C: -5.2930 -12.6428 11.2140
H: -4.3131 -15.0398 9.1352
H: -3.0648 -13.2239 8.7553
H: -2.5078 -13.2147 10.4156
H: -3.3903 -11.7795 9.7839
H: -6.2495 -13.0248 11.5707
H: -4.6640 -12.5811 12.1020
H: -5.6026 -11.6753 10.8185

Cartesian forces (eV/Å) of the 6 atoms listed first:
-1.140 0.147 -0.752
2.485 -0.245 1.759
-1.211 -0.716 -2.386
0.293 0.946 0.264
-0.213 0.295 0.586
-0.154 -0.316 -0.083

Calculated values
Maximum force   3.979 eV Å⁻¹
Total charge   0
HOMO   -8.92 eV
E_LUMO   0.19 eV
Energy relative to the best compared isomer or geometry (same formula, charge and spin)   4.926 eV

Results of the Löwdin charge analysis, in e, for atoms 1 through 2: atom 1 (C): -0.222, atom 2 (S): 0.879

***

Record 2
An isolated ion of composition C14H11ClN and charge +1. Source: the OMol25 dataset; level of theory: wB97M-V/def2-TZVPD.

CARTESIAN COORDINATES (ANGSTROEM)
C: -1.4470 1.7547 -0.9719
N: -0.8052 0.6424 -0.2801
C: 0.0297 0.9138 0.7947
C: 0.2524 2.2963 1.2117
C: 1.2409 2.5770 2.1295
C: 2.0734 1.6366 2.7215
C: 1.8585 0.2948 2.3902
C: 0.9644 -0.0815 1.3829
C: 0.9752 -1.3657 0.8617
Cl: 1.8985 -2.5628 1.8076
C: 0.1532 -1.6303 -0.4074
C: 0.1881 -2.7608 -1.1138
C: -0.5171 -2.9053 -2.3627
C: -1.6347 -2.1183 -2.5764
C: -1.7552 -0.9826 -1.8495
C: -0.7912 -0.6017 -0.8264
H: -1.7037 1.6265 -2.0320
H: -0.6740 2.5460 -1.0053
H: -2.3970 2.1291 -0.4703
H: -0.1937 3.2222 0.8093
H: 1.2016 3.5365 2.4863
H: 2.8673 2.0163 3.3700
H: 2.5663 -0.4287 2.9761
H: 0.9454 -3.4786 -0.6655
H: -0.3660 -3.8563 -2.9686
H: -2.3950 -2.1418 -3.3309
H: -2.5352 -0.2778 -2.0808

Cartesian forces (eV/Å) of the 6 atoms listed first:
-0.689 1.925 0.083
1.084 -0.354 1.144
1.449 1.787 -0.635
0.184 -0.878 -0.179
-1.431 -1.634 -0.764
-0.184 -1.584 -0.416

Calculated values
Maximum force   5.456 eV Å⁻¹
SMILES string   C[n+]1c2ccccc2c(Cl)c2ccccc21
Total charge   +1
HOMO   -12.06 eV
E_LUMO   -5.35 eV
Energy relative to the best compared isomer or geometry (same formula, charge and spin)   0.369 eV

Results of the Löwdin charge analysis, in e, for atoms 1 through 2: atom 1 (C): -0.008, atom 2 (N): -0.027

***

Record 3
C7H5Cl5N5O2RuTe4 as an isolated structure. Source: the OMol25 dataset; level of theory: wB97M-V/def2-TZVPD.

CARTESIAN COORDINATES (ANGSTROEM)
Ru: -0.7082 -0.0213 -0.9655
N: -1.5289 -0.3231 0.9160
N: -1.0250 0.6999 1.7859
C: -0.8161 1.9192 1.1922
N: -0.9106 2.9958 1.9477
N: -0.4076 1.8465 -0.0839
N: -0.2007 3.0447 -0.8095
O: -0.2353 2.9200 -2.0008
O: -0.0101 4.0907 -0.2149
H: -2.5607 -0.2393 0.8824
H: -1.2772 -1.2251 1.3155
H: -1.5184 0.7385 2.6705
H: -1.4520 2.9673 2.7947
H: -0.6622 3.8801 1.5296
Te: -3.1012 0.9344 -2.0521
Te: -4.3775 1.4760 0.1972
Te: -3.8848 -2.5573 0.2689
Te: -2.5616 -1.7940 -1.8562
Cl: 1.4090 0.4793 -2.5611
C: 1.9089 -0.8127 -1.4882
C: 0.9072 -1.2585 -0.6493
C: 1.2524 -2.3394 0.1559
Cl: 0.0633 -3.0678 1.1820
C: 2.5407 -2.8787 0.1620
Cl: 2.9453 -4.1980 1.1887
C: 3.5258 -2.3504 -0.6794
Cl: 5.1162 -2.9926 -0.6794
C: 3.2048 -1.2973 -1.5346
Cl: 4.3644 -0.6370 -2.6143

Cartesian forces (eV/Å) of the 6 atoms listed first:
-0.483 -0.316 0.306
0.440 0.570 -0.136
-0.329 0.193 -0.346
0.235 -0.470 0.128
-0.003 0.156 0.060
0.022 0.401 -0.120

Calculated values
Maximum force   0.733 eV Å⁻¹
Total charge   0
HOMO (spin up / spin down)   -7.39 / -7.35 eV
E_LUMO (spin up / spin down)   -1.15 / -1.94 eV
Spin multiplicity   2
Energy relative to the best compared isomer or geometry (same formula, charge and spin)   1.187 eV

Results of the Löwdin charge analysis, in e, for atoms 1 through 2: atom 1 (Ru): 0.581, atom 2 (N): -0.189